Entry from OMol25: 14 unconnected molecules or ions with the total composition C72H167N5O14 at a distorted geometry (wB97M-V/def2-TZVPD).

## Properties
Energy above the lowest of the compared OMol25 structures with the same formula, charge and spin = 0.000 eV
HOMO-LUMO gap = 8.643 eV

Each atom is followed by the atoms it is bonded to, with distances in Å.
Geometry (Å):
1 C 2.6520 -0.8630 0.0351  C2 1.515, H12 1.094, H13 1.086, H14 1.095
2 C 1.1712 -0.7794 -0.2750  C1 1.515, C3 1.516, N7 1.465, C11 1.533
3 C 0.3953 -1.5255 0.7921  C2 1.516, C4 1.506, H15 1.099, H16 1.104
4 C -1.0878 -1.2942 0.6750  C3 1.506, C5 1.503, H17 1.098, H18 1.102
5 C -1.3356 0.1708 0.9011  C4 1.503, C6 1.525, H19 1.094, H20 1.093
6 C -0.5974 1.0804 -0.0759  C5 1.525, N7 1.486, C9 1.545, C10 1.544
7 N 0.8143 0.6403 -0.2220  C2 1.465, C6 1.486, O8 1.434
8 O 1.5043 1.4191 -1.2091  N7 1.434, H30 0.980
9 C -1.3112 1.1032 -1.4460  C6 1.545, H21 1.097, H22 1.092, H23 1.092
10 C -0.6573 2.4967 0.5360  C6 1.544, H24 1.096, H25 1.095, H26 1.088
11 C 0.9467 -1.3904 -1.6627  C2 1.533, H27 1.099, H28 1.088, H29 1.099
12 H 3.0645 -1.8460 0.2798  C1 1.094
13 H 2.8854 -0.2088 0.8703  C1 1.086
14 H 3.2321 -0.5184 -0.8278  C1 1.095
15 H 0.6969 -2.5823 0.8014  C3 1.099
16 H 0.6644 -1.2149 1.8173  C3 1.104
17 H -1.6708 -1.9191 1.3648  C4 1.098
18 H -1.4910 -1.6894 -0.2719  C4 1.102
19 H -1.0754 0.4291 1.9317  C5 1.094
20 H -2.3914 0.4069 0.7484  C5 1.093
21 H -0.7660 1.7822 -2.1133  C9 1.097
22 H -1.3492 0.1224 -1.9240  C9 1.092
23 H -2.3341 1.4802 -1.3889  C9 1.092
24 H -0.5298 3.2715 -0.2293  C10 1.096
25 H -1.6429 2.6853 0.9756  C10 1.095
26 H 0.0964 2.5871 1.3157  C10 1.088
27 H 1.4942 -0.8924 -2.4754  C11 1.099
28 H -0.0943 -1.4577 -1.9725  C11 1.088
29 H 1.3937 -2.3941 -1.6977  C11 1.099
30 H 1.0812 1.1787 -2.0592  O8 0.980
31 C 1.4315 -4.1539 -7.9206  C32 1.527, H42 1.089, H43 1.095, H44 1.096
32 C 2.5135 -4.4373 -6.8803  C31 1.527, C33 1.506, N37 1.464, C41 1.497
33 C 2.6662 -3.2490 -5.9685  C32 1.506, C34 1.492, H45 1.100, H46 1.092
34 C 1.4775 -3.0788 -5.0824  C33 1.492, C35 1.519, H47 1.093, H48 1.097
35 C 1.4219 -4.2427 -4.1081  C34 1.519, C36 1.511, H49 1.092, H50 1.099
36 C 1.2707 -5.5319 -4.8825  C35 1.511, N37 1.460, C39 1.516, C40 1.525
37 N 2.1704 -5.5788 -6.0312  C32 1.464, C36 1.460, O38 1.403
38 O 2.0078 -6.7521 -6.7822  N37 1.403, H60 0.965
39 C 1.6699 -6.6780 -3.9736  C36 1.516, H51 1.093, H52 1.094, H53 1.093
40 C -0.1813 -5.7752 -5.2799  C36 1.525, H54 1.097, H55 1.100, H56 1.090
41 C 3.7951 -4.7281 -7.5973  C32 1.497, H57 1.095, H58 1.093, H59 1.084
42 H 0.4539 -3.9079 -7.5087  C31 1.089
43 H 1.2610 -5.0279 -8.5570  C31 1.095
44 H 1.7612 -3.3266 -8.5597  C31 1.096
45 H 3.5419 -3.4589 -5.3365  C33 1.100
46 H 2.8926 -2.3261 -6.5074  C33 1.092
47 H 0.5159 -3.0513 -5.6021  C34 1.093
48 H 1.5854 -2.1057 -4.5867  C34 1.097
49 H 0.6052 -4.1282 -3.3924  C35 1.092
50 H 2.3281 -4.2669 -3.4869  C35 1.099
51 H 1.5186 -7.6429 -4.4632  C39 1.093
52 H 2.7382 -6.6298 -3.7437  C39 1.094
53 H 1.0862 -6.6642 -3.0500  C39 1.093
54 H -0.7647 -6.1347 -4.4227  C40 1.097
55 H -0.7025 -4.8647 -5.6102  C40 1.100
56 H -0.3152 -6.5080 -6.0750  C40 1.090
57 H 4.5471 -5.0514 -6.8692  C41 1.095
58 H 4.1695 -3.7833 -7.9996  C41 1.093
59 H 3.6793 -5.5002 -8.3487  C41 1.084
60 H 2.8204 -7.2479 -6.6245  O38 0.965
61 C -1.6298 -1.1634 6.3102  C62 1.527, H72 1.085, H73 1.093, H74 1.094
62 C -2.3873 -1.9985 5.2800  C61 1.527, C63 1.481, N67 1.443, C71 1.535
63 C -1.3638 -2.6495 4.4297  C62 1.481, C64 1.524, H75 1.099, H76 1.100
64 C -1.8671 -3.8584 3.6497  C63 1.524, C65 1.535, H77 1.091, H78 1.098
65 C -2.4190 -4.8968 4.6361  C64 1.535, C66 1.502, H79 1.092, H80 1.092
66 C -3.5078 -4.3154 5.4919  C65 1.502, N67 1.454, C69 1.533, C70 1.536
67 N -3.1187 -3.0105 6.0028  C62 1.443, C66 1.454, O68 1.444
68 O -4.0982 -2.4241 6.8872  N67 1.444, H90 0.965
69 C -4.8249 -4.2990 4.7068  C66 1.533, H81 1.093, H82 1.090, H83 1.098
70 C -3.6432 -5.2763 6.6826  C66 1.536, H84 1.083, H85 1.088, H86 1.093
71 C -3.2690 -1.0642 4.4397  C62 1.535, H87 1.095, H88 1.092, H89 1.087
72 H -0.8234 -0.6320 5.8147  C61 1.085
73 H -1.3165 -1.8256 7.1213  C61 1.093
74 H -2.3106 -0.4686 6.8118  C61 1.094
75 H -0.9442 -1.9447 3.6989  C63 1.099
76 H -0.5180 -2.9673 5.0571  C63 1.100
77 H -1.0727 -4.2372 3.0054  C64 1.091
78 H -2.6679 -3.5352 2.9716  C64 1.098
79 H -1.5579 -5.2385 5.2145  C65 1.092
80 H -2.8472 -5.7083 4.0441  C65 1.092
81 H -4.8380 -3.4904 3.9722  C69 1.093
82 H -5.0579 -5.2533 4.2336  C69 1.090
83 H -5.6610 -4.0561 5.3751  C69 1.098
84 H -2.6616 -5.5432 7.0535  C70 1.083
85 H -4.2859 -4.8207 7.4336  C70 1.088
86 H -4.1424 -6.1842 6.3349  C70 1.093
87 H -3.7913 -1.6535 3.6789  C71 1.095
88 H -2.6547 -0.3313 3.9116  C71 1.092
89 H -3.9994 -0.5490 5.0584  C71 1.087
90 H -3.8064 -2.6656 7.7753  O68 0.965
91 C 3.0105 5.6406 6.5064  C92 1.529, H102 1.087, H103 1.095, H104 1.100
92 C 2.3970 4.6264 5.5410  C91 1.529, C93 1.500, N97 1.467, C101 1.531
93 C 3.5063 4.0881 4.6860  C92 1.500, C94 1.528, H105 1.094, H106 1.091
94 C 3.0290 2.9140 3.8330  C93 1.528, C95 1.548, H107 1.090, H108 1.096
95 C 2.4979 1.7779 4.7404  C94 1.548, C96 1.527, H109 1.095, H110 1.091
96 C 1.4231 2.2549 5.7152  C95 1.527, N97 1.461, C99 1.554, C100 1.527
97 N 1.8287 3.5211 6.3213  C92 1.467, C96 1.461, O98 1.420
98 O 0.8357 3.9593 7.2361  N97 1.420, H120 0.964
99 C 0.0324 2.2967 5.0225  C96 1.554, H111 1.088, H112 1.094, H113 1.096
100 C 1.3136 1.2515 6.8607  C96 1.527, H114 1.093, H115 1.086, H116 1.094
101 C 1.3486 5.3501 4.6919  C92 1.531, H117 1.082, H118 1.092, H119 1.090
102 H 2.3627 5.9442 7.3253  C91 1.087
103 H 3.3519 6.5340 5.9735  C91 1.095
104 H 3.9277 5.2261 6.9500  C91 1.100
105 H 3.8524 4.8878 4.0248  C93 1.094
106 H 4.3448 3.7587 5.3021  C93 1.091
107 H 3.8852 2.5254 3.2820  C94 1.090
108 H 2.2642 3.2182 3.1098  C94 1.096
109 H 3.3274 1.3520 5.3138  C95 1.095
110 H 2.0131 1.0539 4.0845  C95 1.091
111 H 0.0259 2.7450 4.0315  C99 1.088
112 H -0.3691 1.2797 4.9736  C99 1.094
113 H -0.6469 2.8666 5.6673  C99 1.096
114 H 2.2229 1.2697 7.4666  C100 1.093
115 H 0.4263 1.3816 7.4740  C100 1.086
116 H 1.2765 0.2454 6.4337  C100 1.094
117 H 0.8582 4.6004 4.0844  C101 1.082
118 H 1.7871 6.1377 4.0763  C101 1.092
119 H 0.6585 5.8433 5.3761  C101 1.090
120 H 1.3196 4.0041 8.0689  O98 0.964
121 C -1.6331 -4.2602 -2.0792  C122 1.503, H132 1.091, H133 1.101, H134 1.090
122 C -3.0006 -4.4223 -1.4759  C121 1.503, C123 1.518, N127 1.482, C131 1.543
123 C -2.8404 -4.9207 -0.0509  C122 1.518, C124 1.512, H135 1.097, H136 1.098
124 C -4.0346 -4.6410 0.8340  C123 1.512, C125 1.526, H137 1.095, H138 1.100
125 C -4.4386 -3.1697 0.8248  C124 1.526, C126 1.526, H139 1.095, H140 1.096
126 C -4.7434 -2.6729 -0.5852  C125 1.526, N127 1.444, C129 1.508, C130 1.524
127 N -3.6920 -3.1110 -1.4734  C122 1.482, C126 1.444, O128 1.402
128 O -3.8805 -2.6170 -2.7723  N127 1.402, H150 0.966
129 C -6.1138 -3.1360 -1.0127  C126 1.508, H141 1.091, H142 1.093, H143 1.099
130 C -4.7316 -1.1509 -0.5117  C126 1.524, H144 1.091, H145 1.094, H146 1.087
131 C -3.8005 -5.4848 -2.2572  C122 1.543, H147 1.090, H148 1.097, H149 1.085
132 H -1.6731 -3.9547 -3.1255  C121 1.091
133 H -1.1674 -5.2581 -2.0947  C121 1.101
134 H -0.9462 -3.6706 -1.4726  C121 1.090
135 H -2.6970 -6.0078 -0.0290  C123 1.097
136 H -1.9298 -4.4989 0.3954  C123 1.098
137 H -3.9079 -4.9930 1.8627  C124 1.095
138 H -4.9529 -5.1558 0.5146  C124 1.100
139 H -3.6952 -2.5081 1.2819  C125 1.095
140 H -5.3126 -3.0966 1.4823  C125 1.096
141 H -6.8876 -2.9292 -0.2717  C129 1.091
142 H -6.3949 -2.7525 -1.9963  C129 1.093
143 H -6.1398 -4.2254 -1.1545  C129 1.099
144 H -3.7288 -0.8570 -0.1984  C130 1.091
145 H -4.8627 -0.7156 -1.5066  C130 1.094
146 H -5.5098 -0.7703 0.1452  C130 1.087
147 H -4.6454 -5.8155 -1.6524  C131 1.090
148 H -3.1622 -6.3715 -2.3582  C131 1.097
149 H -4.1650 -5.1533 -3.2236  C131 1.085
150 H -3.0733 -2.1201 -2.9584  O128 0.966
151 C -1.0829 6.6936 -1.0035  C152 1.517, H155 1.098, H156 1.095, H157 1.092
152 C -1.0345 6.4217 0.4883  C151 1.517, C153 1.501, O154 1.471, H158 1.092
153 C 0.3136 6.5959 1.1241  C152 1.501, H159 1.093, H160 1.096, H161 1.097
154 O -1.9561 7.3575 1.1498  C152 1.471, H162 0.964
155 H -0.4182 6.0479 -1.5932  C151 1.098
156 H -0.7863 7.7176 -1.2541  C151 1.095
157 H -2.1012 6.5275 -1.3617  C151 1.092
158 H -1.4468 5.4282 0.6752  C152 1.092
159 H 0.2974 6.4008 2.1990  C153 1.093
160 H 0.7142 7.6101 1.0098  C153 1.096
161 H 1.0659 5.9068 0.7198  C153 1.097
162 H -1.5808 8.2416 1.0700  O154 0.964
163 C -1.9705 4.3028 -4.1952  C164 1.516, H167 1.095, H168 1.083, H169 1.108
164 C -0.5558 4.5114 -4.6971  C163 1.516, C165 1.529, O166 1.439, H170 1.095
165 C 0.4554 3.8717 -3.7455  C164 1.529, H171 1.091, H172 1.095, H173 1.097
166 O -0.4334 3.9624 -6.0220  C164 1.439, H174 0.974
167 H -2.2307 3.2416 -4.1191  C163 1.095
168 H -2.7390 4.8951 -4.6773  C163 1.083
169 H -1.9771 4.6078 -3.1297  C163 1.108
170 H -0.3565 5.5877 -4.7000  C164 1.095
171 H 1.4708 4.1808 -3.9996  C165 1.091
172 H 0.4162 2.7779 -3.7886  C165 1.095
173 H 0.2492 4.2049 -2.7211  C165 1.097
174 H -0.3918 2.9964 -5.9010  O166 0.974
175 C 2.8218 0.8746 -4.4957  C176 1.528, H179 1.088, H180 1.092, H181 1.090
176 C 3.0018 1.6473 -5.8019  C175 1.528, C177 1.499, O178 1.444, H182 1.100
177 C 4.3664 2.2627 -5.8845  C176 1.499, H183 1.092, H184 1.095, H185 1.095
178 O 2.7774 0.7067 -6.8747  C176 1.444, H186 0.969
179 H 1.7897 0.5435 -4.3994  C175 1.088
180 H 3.0641 1.5608 -3.6813  C175 1.092
181 H 3.5284 0.0448 -4.4825  C175 1.090
182 H 2.2666 2.4651 -5.7971  C176 1.100
183 H 4.4750 2.9655 -6.7135  C177 1.092
184 H 5.1541 1.5071 -5.9703  C177 1.095
185 H 4.5860 2.8135 -4.9636  C177 1.095
186 H 2.8514 1.1832 -7.7150  O178 0.969
187 C -3.5853 3.7710 5.2577  C188 1.470, H191 1.090, H192 1.095, H193 1.090
188 C -3.4671 4.8222 4.2365  C187 1.470, C189 1.532, O190 1.445, H194 1.101
189 C -2.1053 5.5234 4.2614  C188 1.532, H195 1.092, H196 1.088, H197 1.095
190 O -3.6985 4.2268 2.9407  C188 1.445, H198 0.964
191 H -4.6281 3.4756 5.3729  C187 1.090
192 H -3.2613 4.1463 6.2340  C187 1.095
193 H -2.9508 2.9174 5.0203  C187 1.090
194 H -4.2617 5.5656 4.4055  C188 1.101
195 H -1.9021 5.9725 5.2364  C189 1.092
196 H -2.0209 6.2501 3.4563  C189 1.088
197 H -1.3625 4.7226 4.1810  C189 1.095
198 H -3.9508 4.9748 2.3865  O190 0.964
199 C -4.8612 3.2447 -0.2779  C200 1.511, H203 1.095, H204 1.096, H205 1.087
200 C -4.6434 4.1135 -1.4944  C199 1.511, C201 1.521, O202 1.434, H206 1.102
201 C -5.5430 3.7013 -2.6493  C200 1.521, H207 1.096, H208 1.089, H209 1.093
202 O -4.9183 5.4843 -1.1778  C200 1.434, H210 0.964
203 H -5.8660 3.4648 0.0984  C199 1.095
204 H -4.1844 3.5748 0.5183  C199 1.096
205 H -4.7180 2.1867 -0.4842  C199 1.087
206 H -3.5846 4.0001 -1.7789  C200 1.102
207 H -6.4779 3.2838 -2.2596  C201 1.096
208 H -5.0770 2.9995 -3.3398  C201 1.089
209 H -5.8657 4.5529 -3.2534  C201 1.093
210 H -4.5888 5.6724 -0.2920  O202 0.964
211 C 7.8312 0.4669 1.6463  C212 1.498, H215 1.089, H216 1.098, H217 1.088
212 C 7.6854 -0.0535 0.2492  C211 1.498, C213 1.527, O214 1.414, H218 1.091
213 C 6.3719 -0.8071 0.0561  C212 1.527, H219 1.087, H220 1.096, H221 1.092
214 O 7.7513 0.9981 -0.6941  C212 1.414, H222 0.977
215 H 8.8011 0.9455 1.7727  C211 1.089
216 H 7.7445 -0.3635 2.3598  C211 1.098
217 H 7.0390 1.1670 1.9045  C211 1.088
218 H 8.5004 -0.7308 -0.0098  C212 1.091
219 H 6.2746 -1.0400 -1.0015  C213 1.087
220 H 5.5446 -0.1495 0.3459  C213 1.096
221 H 6.3108 -1.7031 0.6773  C213 1.092
222 H 7.1329 1.7176 -0.4616  O214 0.977
223 C -1.9559 0.1914 -5.4494  C224 1.507, H227 1.090, H228 1.092, H229 1.092
224 C -0.6419 -0.0845 -6.1332  C223 1.507, C225 1.540, O226 1.451, H230 1.102
225 C -0.7915 -0.9019 -7.4294  C224 1.540, H231 1.092, H232 1.089, H233 1.091
226 O -0.0453 1.1928 -6.4759  C224 1.451, H234 0.977
227 H -2.7087 0.5050 -6.1734  C223 1.090
228 H -1.8285 1.0044 -4.7312  C223 1.092
229 H -2.3155 -0.6889 -4.9120  C223 1.092
230 H 0.0728 -0.6499 -5.5144  C224 1.102
231 H -1.3962 -0.3046 -8.1144  C225 1.092
232 H -1.2693 -1.8656 -7.2564  C225 1.089
233 H 0.2038 -1.0621 -7.8466  C225 1.091
234 H 0.8459 0.9729 -6.8104  O226 0.977
235 C 3.3477 -3.3254 3.0348  C236 1.533, H239 1.090, H240 1.098, H241 1.101
236 C 2.7453 -4.0020 4.2713  C235 1.533, C237 1.522, O238 1.455, H242 1.083
237 C 1.7063 -5.0335 3.8545  C236 1.522, H243 1.083, H244 1.097, H245 1.096
238 O 3.7882 -4.6450 5.0556  C236 1.455, H246 0.965
239 H 3.5719 -3.9384 2.1621  C235 1.090
240 H 4.2698 -2.8195 3.3493  C235 1.098
241 H 2.7165 -2.4792 2.7217  C235 1.101
242 H 2.2802 -3.2296 4.8719  C236 1.083
243 H 0.9707 -4.5657 3.2111  C237 1.083
244 H 1.2805 -5.4614 4.7708  C237 1.097
245 H 2.1932 -5.9107 3.4131  C237 1.096
246 H 4.0925 -5.4059 4.5466  O238 0.965
247 C 3.4960 4.0179 -1.5157  C248 1.516, H251 1.091, H252 1.090, H253 1.100
248 C 4.9293 4.0649 -1.0238  C247 1.516, C249 1.519, O250 1.445, H254 1.093
249 C 5.0818 4.9903 0.1711  C248 1.519, H255 1.094, H256 1.092, H257 1.099
250 O 5.3747 2.7257 -0.7161  C248 1.445, H258 0.965
251 H 2.7535 3.8739 -0.7292  C247 1.091
252 H 3.4319 3.2620 -2.2988  C247 1.090
253 H 3.2307 4.9676 -2.0023  C247 1.100
254 H 5.5599 4.4636 -1.8230  C248 1.093
255 H 4.9814 6.0354 -0.1347  C249 1.094
256 H 6.0395 4.8611 0.6786  C249 1.092
257 H 4.3137 4.7841 0.9301  C249 1.099
258 H 4.6179 2.2032 -0.4240  O250 0.965

Here are the Löwdin charges for atoms 1 to 5, given in e: -0.044 -0.512 -0.138 -0.191 -0.137